(1)
ORCA calculation (wB97M-V/def2-TZVPD) on a structure of composition C28H38BiN7O4PS3Sb.

Results
2S+1 = 2
<S²> = 0.7554
Total charge = +1
ΔE to the lowest compared entry with this formula, charge and spin = 10.79 kcal/mol
LUMO level (spin up / spin down) = -0.1009 / -0.1603 Eh

Positions of all 83 atoms, in Å:
Bi: -0.36 -0.01 -0.18
O: 4.61 1.19 1.12
C: 3.29 1.16 1.31
O: 2.69 0.26 1.82
C: 2.65 2.47 0.91
C: 3.42 3.58 0.58
C: 2.76 4.76 0.28
C: 1.38 4.78 0.31
C: 0.71 3.62 0.65
N: 1.33 2.48 0.94
C: -0.80 3.52 0.77
O: -1.53 4.56 0.34
O: -1.35 2.56 1.23
H: 4.96 0.33 1.41
H: 4.50 3.51 0.57
H: 3.32 5.65 0.02
H: 0.87 5.71 0.10
H: -0.98 5.25 -0.06
C: -2.34 -2.48 -3.59
C: -1.84 -3.77 -3.52
C: -0.76 -4.02 -2.68
C: -0.23 -2.99 -1.92
N: -0.77 -1.76 -1.93
C: -1.78 -1.52 -2.77
C: 0.99 -3.22 -1.09
C: 1.91 -4.21 -1.43
C: 3.02 -4.39 -0.63
C: 3.18 -3.57 0.48
C: 2.23 -2.60 0.73
N: 1.15 -2.43 -0.04
H: -3.16 -2.22 -4.24
H: -2.28 -4.57 -4.10
H: -0.35 -5.02 -2.60
H: -2.15 -0.50 -2.78
H: 1.77 -4.82 -2.32
H: 3.75 -5.14 -0.87
H: 4.03 -3.68 1.14
H: 2.32 -1.93 1.57
S: -4.24 1.17 -3.18
Sb: -3.16 1.95 -1.21
S: -0.83 1.80 -1.98
S: -2.92 -0.14 -0.03
C: -1.96 -0.90 4.74
C: -1.42 -0.64 3.33
P: -1.30 -2.08 2.18
C: -0.29 -3.25 3.18
C: -0.12 -4.62 2.53
C: -2.98 -2.83 2.28
C: -3.31 -3.66 1.03
H: -2.11 0.05 5.27
H: -1.28 -1.50 5.34
H: -2.92 -1.41 4.71
H: -0.41 -0.21 3.38
H: -2.04 0.10 2.82
H: -0.75 -3.36 4.16
H: 0.69 -2.77 3.34
H: -1.08 -5.13 2.45
H: 0.54 -5.25 3.11
H: 0.30 -4.54 1.52
H: -3.70 -2.01 2.38
H: -3.06 -3.44 3.18
H: -3.32 -3.03 0.14
H: -4.29 -4.13 1.12
H: -2.58 -4.45 0.87
C: 2.22 2.85 -5.06
C: 3.65 2.31 -5.06
C: 4.52 3.04 -4.04
C: 3.68 0.79 -4.86
N: 3.12 0.38 -3.57
C: 1.86 0.12 -3.23
N: 1.82 -0.14 -1.94
N: 3.09 -0.03 -1.50
N: 3.88 0.28 -2.47
H: 2.22 3.92 -5.28
H: 1.74 2.72 -4.08
H: 1.60 2.36 -5.81
H: 4.07 2.46 -6.05
H: 4.14 2.89 -3.03
H: 4.52 4.11 -4.25
H: 5.55 2.68 -4.07
H: 4.70 0.41 -4.88
H: 3.10 0.29 -5.63
H: 1.01 0.16 -3.90

Löwdin population analysis, charges in e, atoms 1 to 4: atom 1 (Bi): 1.21, atom 2 (O): 0.12, atom 3 (C): -0.49, atom 4 (O): 0.08

---

(2)
ORCA calculation (wB97M-V/def2-TZVPD) on a structure of composition C28H38BiN7O4PS3Sb.

Results
2S+1 = 2
<S²> = 0.7674
Total charge = +1
ΔE to the lowest compared entry with this formula, charge and spin = 0.00 kcal/mol
LUMO level (spin up / spin down) = -0.1237 / -0.1239 Eh

Positions of all 83 atoms, in Å:
Bi: 0.01 -0.01 -0.62
O: 4.17 0.60 1.16
C: 2.87 0.81 1.22
O: 2.04 -0.07 1.33
C: 2.48 2.25 1.09
C: 3.42 3.27 1.02
C: 2.95 4.57 0.93
C: 1.58 4.80 0.92
C: 0.73 3.71 0.97
N: 1.17 2.46 1.06
C: -0.77 3.85 1.01
O: -1.29 4.95 0.45
O: -1.48 3.07 1.58
H: 4.32 -0.37 0.99
H: 4.47 3.04 1.04
H: 3.65 5.40 0.89
H: 1.20 5.81 0.89
H: -0.65 5.38 -0.12
C: -0.75 -2.77 -4.13
C: -2.02 -3.33 -3.86
C: -2.78 -2.80 -2.86
C: -2.30 -1.72 -2.08
N: -1.02 -1.24 -2.29
C: -0.30 -1.77 -3.32
C: -3.10 -1.08 -1.09
C: -4.47 -1.38 -0.86
C: -5.17 -0.67 0.08
C: -4.54 0.36 0.80
C: -3.21 0.60 0.54
N: -2.50 -0.10 -0.36
H: -0.12 -3.12 -4.93
H: -2.39 -4.17 -4.44
H: -3.75 -3.22 -2.65
H: 0.68 -1.32 -3.48
H: -4.97 -2.15 -1.43
H: -6.22 -0.89 0.25
H: -5.07 0.95 1.53
H: -2.68 1.37 1.07
S: 4.45 -2.39 0.31
Sb: 2.77 -2.47 -1.15
S: 2.28 -0.20 -1.87
S: 0.00 -2.62 0.37
C: -1.38 -0.51 4.19
C: -0.69 -0.71 2.84
P: -0.79 -2.40 2.21
C: 0.09 -3.45 3.39
C: 0.23 -4.91 2.98
C: -2.55 -2.83 2.17
C: -2.92 -4.01 1.27
H: -1.25 0.52 4.51
H: -0.97 -1.15 4.96
H: -2.46 -0.70 4.12
H: 0.37 -0.46 2.88
H: -1.15 -0.06 2.09
H: -0.42 -3.36 4.35
H: 1.07 -2.98 3.49
H: -0.73 -5.43 2.99
H: 0.89 -5.42 3.68
H: 0.66 -5.01 1.98
H: -3.06 -1.92 1.84
H: -2.85 -3.01 3.21
H: -2.62 -3.82 0.24
H: -4.00 -4.15 1.29
H: -2.46 -4.94 1.59
C: -4.87 1.75 -3.04
C: -4.60 3.17 -3.54
C: -4.67 4.18 -2.39
C: -3.28 3.26 -4.30
N: -2.14 2.86 -3.48
C: -1.67 1.64 -3.22
N: -0.74 1.76 -2.31
N: -0.65 3.07 -2.01
N: -1.48 3.74 -2.71
H: -5.89 1.68 -2.65
H: -4.20 1.48 -2.22
H: -4.77 1.01 -3.83
H: -5.36 3.43 -4.27
H: -3.91 3.96 -1.63
H: -5.64 4.13 -1.91
H: -4.51 5.20 -2.74
H: -3.08 4.28 -4.64
H: -3.29 2.60 -5.17
H: -2.02 0.73 -3.67

Löwdin population analysis, charges in e, atoms 1 to 4: atom 1 (Bi): 1.40, atom 2 (O): 0.08, atom 3 (C): -0.55, atom 4 (O): -0.13

---

(3)
ORCA calculation (wB97M-V/def2-TZVPD) on a structure of composition C28H38Cl2F3N3O3 at a distorted geometry.

Results
ΔE to the lowest compared entry with this formula, charge and spin = 477.88 kcal/mol
LUMO level = 0.0102 Eh

Positions of all 77 atoms, in Å:
C: -3.84 -0.96 4.19
C: -2.72 -0.52 3.26
O: -2.99 0.12 2.27
N: -1.50 -0.93 3.52
C: -0.45 -0.96 2.53
H: -3.40 -1.59 4.96
H: -4.54 -1.59 3.64
H: -4.27 -0.01 4.49
H: -1.42 -1.63 4.24
H: 0.53 -1.24 2.92
H: -0.31 -0.01 2.02
H: -0.64 -1.71 1.76
C: 2.49 5.99 1.22
C: 1.80 4.91 0.39
O: 1.13 5.13 -0.57
N: 2.09 3.58 0.81
C: 1.61 2.36 0.20
H: 3.46 6.37 0.89
H: 2.70 5.53 2.19
H: 1.77 6.78 1.44
H: 2.72 3.37 1.57
H: 0.65 2.01 0.58
H: 2.28 1.50 0.20
H: 1.36 2.59 -0.84
C: -4.44 -2.10 1.46
C: -3.34 -3.03 0.95
O: -3.30 -4.29 1.17
N: -2.41 -2.45 0.28
C: -1.36 -3.01 -0.55
H: -4.20 -1.04 1.54
H: -4.75 -2.42 2.45
H: -5.39 -2.17 0.93
H: -2.64 -1.49 0.07
H: -1.65 -4.04 -0.78
H: -0.35 -2.90 -0.16
H: -1.31 -2.52 -1.52
C: 0.27 -0.22 0.24
Cl: 0.75 -1.88 0.31
Cl: 1.24 0.60 1.47
H: 0.41 0.24 -0.73
H: -0.77 -0.11 0.54
F: -2.39 4.31 -0.62
C: -1.75 3.53 0.33
C: -2.19 2.18 0.59
C: -1.55 1.40 1.53
C: -0.51 1.91 2.32
C: -0.15 3.24 2.15
C: -0.68 3.99 1.17
H: -3.01 1.74 0.06
H: -1.88 0.38 1.63
H: 0.06 1.33 3.04
H: 0.72 3.64 2.65
H: -0.27 4.98 1.06
F: 0.69 0.67 -1.71
C: 1.10 0.52 -2.97
C: 0.34 0.96 -4.02
C: 0.91 0.69 -5.30
C: 2.26 0.21 -5.48
C: 2.98 -0.24 -4.37
C: 2.41 0.03 -3.10
H: -0.59 1.49 -3.87
H: 0.31 0.86 -6.18
H: 2.77 0.24 -6.44
H: 4.01 -0.57 -4.39
H: 2.95 -0.22 -2.20
F: 1.76 -5.00 -4.08
C: 2.05 -4.31 -2.94
C: 1.60 -2.91 -2.76
C: 2.04 -2.18 -1.60
C: 2.70 -2.94 -0.62
C: 3.11 -4.28 -0.75
C: 2.79 -4.99 -1.95
H: 1.06 -2.48 -3.58
H: 1.74 -1.17 -1.35
H: 2.79 -2.37 0.30
H: 3.58 -4.89 0.00
H: 3.00 -6.04 -2.04

Löwdin population analysis, charges in e, atoms 1 to 4: atom 1 (C): 0.04, atom 2 (C): -0.51, atom 3 (O): -0.01, atom 4 (N): 0.10

---

(4)
ORCA calculation (wB97M-V/def2-TZVPD) on a cluster of 12 separate species, C28H38F8N2O28 in total at a distorted geometry.

Results
LUMO level = -0.0103 Eh

Positions of all 104 atoms, in Å:
N: 0.46 -0.97 4.35
H: 1.40 -0.93 3.99
H: -0.16 -1.24 3.60
H: 0.23 0.01 4.45
H: 0.29 -1.62 5.10
N: 0.18 0.02 0.13
H: 0.10 0.78 -0.53
H: -0.74 -0.37 0.30
H: 0.60 0.23 1.01
H: 0.71 -0.79 -0.16
C: 3.92 -0.45 1.39
C: 2.88 -0.29 2.51
O: 1.92 0.45 2.33
O: 3.00 -1.02 3.47
H: 4.28 -1.47 1.49
H: 4.82 0.16 1.45
H: 3.56 -0.38 0.36
C: -3.14 -2.71 2.18
C: -2.16 -1.80 1.44
O: -1.15 -1.36 2.13
O: -2.21 -1.71 0.21
H: -4.17 -2.35 2.13
H: -2.90 -2.81 3.23
H: -3.02 -3.67 1.67
C: 0.07 -4.92 2.02
C: 1.18 -5.85 2.58
O: 2.27 -5.24 1.88
C: 1.91 -4.53 0.75
O: 2.71 -4.03 -0.06
O: 0.62 -4.40 0.79
F: 1.04 -7.14 2.11
H: -0.02 -4.09 2.72
H: -0.94 -5.32 1.90
H: 1.32 -5.73 3.66
C: 2.57 3.81 1.99
C: 2.60 3.48 3.52
O: 2.04 4.62 4.11
C: 1.41 5.37 3.20
O: 0.62 6.27 3.46
O: 1.67 4.93 2.00
F: 3.86 3.45 3.94
H: 2.25 2.94 1.41
H: 3.57 4.05 1.61
H: 2.08 2.53 3.62
C: -2.90 3.53 2.19
C: -2.35 2.63 1.07
O: -1.38 1.85 1.79
C: -1.48 2.03 3.11
O: -0.88 1.41 3.98
O: -2.42 2.96 3.41
F: -1.68 3.44 0.23
H: -3.99 3.48 2.21
H: -2.68 4.59 2.19
H: -3.19 2.17 0.55
C: 0.76 4.00 -1.13
C: 1.60 4.37 -2.36
O: 1.91 3.12 -2.99
C: 1.75 2.13 -2.12
O: 1.98 0.93 -2.28
O: 1.21 2.65 -1.00
F: 2.73 4.89 -1.81
H: -0.28 4.05 -1.45
H: 1.01 4.64 -0.28
H: 1.08 5.08 -3.01
C: -5.16 -0.50 -1.13
C: -6.41 -1.30 -0.64
O: -7.39 -0.29 -0.85
C: -7.00 0.70 -1.77
O: -7.70 1.59 -2.35
O: -5.70 0.46 -2.03
F: -6.42 -1.78 0.60
H: -4.46 -1.14 -1.67
H: -4.61 -0.01 -0.33
H: -6.71 -2.10 -1.32
C: 5.51 -1.78 -1.84
C: 6.71 -2.54 -1.67
O: 7.75 -1.76 -2.27
C: 7.37 -0.47 -2.32
O: 8.10 0.49 -2.60
O: 6.05 -0.44 -1.96
F: 6.63 -3.70 -2.35
H: 4.81 -1.85 -1.01
H: 4.96 -1.98 -2.76
H: 6.94 -2.74 -0.62
C: -1.28 -3.76 -2.06
C: -0.68 -2.48 -2.64
O: -0.32 -2.77 -3.96
C: -0.28 -4.12 -4.13
O: -0.06 -4.69 -5.21
O: -0.67 -4.68 -2.94
F: 0.47 -2.11 -2.04
H: -2.37 -3.83 -2.13
H: -0.91 -4.05 -1.07
H: -1.36 -1.65 -2.46
C: -3.10 2.41 -4.73
C: -3.10 3.51 -3.73
O: -2.00 2.97 -2.91
C: -2.06 1.58 -2.92
O: -1.56 0.78 -2.16
O: -2.79 1.26 -3.95
F: -4.21 3.45 -2.93
H: -2.33 2.55 -5.49
H: -4.00 2.33 -5.34
H: -2.97 4.54 -4.08

Löwdin population analysis, charges in e, atoms 1 to 4: atom 1 (N): 0.29, atom 2 (H): 0.04, atom 3 (H): 0.05, atom 4 (H): 0.08

---

(5)
ORCA calculation (wB97M-V/def2-TZVPD) on a structure of composition C28H38FeN6O10P2.

Results
2S+1 = 6
<S²> = 8.7575
Total charge = +1
ΔE to the lowest compared entry with this formula, charge and spin = 12.60 kcal/mol
LUMO level (spin up / spin down) = -0.1142 / -0.1743 Eh

Positions of all 85 atoms, in Å:
Fe: -0.05 0.70 0.22
O: -6.42 -1.43 0.80
C: -5.51 -1.50 -0.02
O: -5.21 -2.32 -0.92
C: -4.43 -0.42 0.07
C: -3.91 0.13 -1.10
C: -2.75 0.86 -1.04
N: -2.10 1.05 0.12
C: -2.71 0.71 1.27
C: -3.88 -0.02 1.29
C: -1.97 1.22 2.44
C: -2.55 1.35 3.69
C: -1.82 1.96 4.70
C: -0.54 2.40 4.43
C: -0.02 2.19 3.16
N: -0.72 1.62 2.18
C: -2.07 1.44 -2.21
C: -2.69 1.59 -3.45
C: -1.97 2.17 -4.48
C: -0.66 2.56 -4.25
C: -0.13 2.37 -2.99
N: -0.81 1.83 -1.99
H: -4.39 -0.12 -2.04
H: -4.34 -0.34 2.21
H: -3.56 1.00 3.86
H: -2.25 2.09 5.68
H: 0.06 2.89 5.18
H: 1.00 2.47 2.93
H: -3.71 1.27 -3.59
H: -2.43 2.30 -5.45
H: -0.07 3.02 -5.03
H: 0.90 2.65 -2.78
C: 2.05 -2.78 3.79
C: 1.32 -1.60 3.15
O: 0.66 -0.81 4.14
P: 2.44 -0.44 2.35
O: 3.35 0.22 3.46
O: 3.50 -1.28 1.53
O: 1.75 0.59 1.52
P: 0.08 -2.18 1.92
O: 1.04 -2.92 0.84
O: -0.86 -3.08 2.60
O: -0.45 -0.95 1.20
H: 2.71 -2.42 4.59
H: 2.66 -3.33 3.07
H: 1.31 -3.46 4.22
H: -0.13 -1.29 4.43
H: 2.92 0.26 4.33
H: 3.07 -1.90 0.91
H: 0.95 -3.88 0.90
C: -2.13 -3.75 -1.18
C: -1.55 -2.97 -2.37
C: -2.69 -2.53 -3.30
C: -0.49 -3.79 -3.12
C: -0.88 -1.77 -1.82
N: -0.39 -0.86 -1.34
H: -2.57 -4.67 -1.56
H: -2.93 -3.19 -0.69
H: -1.36 -4.01 -0.45
H: -3.10 -3.42 -3.78
H: -2.33 -1.85 -4.08
H: -3.49 -2.06 -2.73
H: -0.97 -4.68 -3.51
H: 0.31 -4.10 -2.45
H: -0.07 -3.23 -3.95
C: 4.04 3.16 0.60
N: 2.85 2.89 -0.21
C: 1.70 3.71 0.11
C: 2.66 1.69 -0.81
O: 1.51 1.17 -0.89
N: 3.69 1.06 -1.39
C: 3.52 -0.31 -1.85
C: 4.86 1.76 -1.92
H: 3.73 3.32 1.63
H: 4.56 4.05 0.25
H: 4.72 2.31 0.58
H: 2.01 4.76 0.10
H: 1.30 3.48 1.09
H: 0.92 3.59 -0.64
H: 2.69 -0.78 -1.33
H: 4.44 -0.87 -1.67
H: 3.30 -0.33 -2.92
H: 4.71 2.83 -1.89
H: 5.00 1.46 -2.96
H: 5.77 1.51 -1.37

Löwdin population analysis, charges in e, atoms 1 to 4: atom 1 (Fe): 1.13, atom 2 (O): 0.03, atom 3 (C): -0.69, atom 4 (O): -0.02